## i
The following is a DFT calculation (ωB97M-V/def2-TZVPD) of one molecule with the formula C4H8ClNO.

Kohn-Sham gap in eV: 9.426
Lowest unoccupied orbital energy in Eh: 0.028

```
15
Properties=species:S:1:pos:R:3:mulliken_charge:R:1
C 1.27 1.02 -0.65 -0.35
C 0.20 0.11 0.03 0.32
C -0.66 -0.79 -0.87 -0.39
C 0.03 0.27 1.32 -0.28
H 0.69 0.77 -2.62 0.25
H 1.58 2.10 -2.47 0.26
H 1.40 1.79 0.12 0.29
H 2.44 0.54 -0.77 0.19
H -0.75 -1.76 -0.32 0.33
H -1.61 -0.25 -0.92 0.29
H -0.56 -1.39 -2.76 0.28
H 0.56 1.12 1.78 0.25
N 0.87 1.57 -1.94 -0.71
O -0.02 -0.95 -2.16 -0.53
Cl -0.87 -0.58 2.34 -0.20
```

---

## ii
The following is a DFT calculation (ωB97M-V/def2-TZVPD) of C4H8ClNO as an isolated structure.

Kohn-Sham gap in eV: 9.674
Lowest unoccupied orbital energy in Eh: 0.025

```
15
Properties=species:S:1:pos:R:3:mulliken_charge:R:1
C 2.19 0.26 -0.01 0.02
C -0.96 1.11 0.74 -1.38
C -1.07 -1.42 -0.02 -1.52
C -0.53 0.05 -0.12 1.11
N 1.22 -0.29 0.44 -0.52
O -0.45 0.47 -1.40 -0.52
Cl 3.85 -0.20 0.24 -0.17
H 2.30 1.14 -0.75 0.26
H -0.31 1.90 0.44 0.38
H -1.98 1.44 0.57 0.34
H -0.69 0.90 1.73 0.40
H -2.07 -1.58 -0.14 0.44
H -0.90 -1.67 0.98 0.37
H -0.50 -1.99 -0.65 0.44
H -0.08 -0.12 -2.04 0.37
```

---

## iii
The following is a DFT calculation (ωB97M-V/def2-TZVPD) of a 2-piece molecular cluster, C4H8ClNO overall.

Kohn-Sham gap (spin up / spin down) in eV: 7.162 / 6.942
Lowest unoccupied orbital energy (spin up / spin down) in Eh: 0.005 / 0.000

```
15
Properties=species:S:1:pos:R:3:mulliken_charge:R:1
C 1.57 -1.05 -0.02 -0.01
C -0.52 0.79 1.52 -1.38
C -1.21 -0.08 -0.82 -0.96
C -0.42 0.81 0.04 0.89
N 1.16 -1.78 -0.92 -0.47
O 0.22 1.87 -0.47 -0.45
Cl 3.07 -1.15 0.85 -0.22
H 0.40 1.14 1.96 0.36
H -0.73 -0.22 1.86 0.34
H -1.33 1.44 1.85 0.41
H -0.57 -0.92 -1.14 0.23
H -2.05 -0.50 -0.28 0.31
H -1.56 0.43 -1.72 0.42
H 1.66 -2.59 -1.29 0.20
H 0.29 1.81 -1.43 0.33
```

---

## iv
The following is a DFT calculation (ωB97M-V/def2-TZVPD) of a 2-piece molecular cluster, C4H8ClNO overall.

Kohn-Sham gap (spin up / spin down) in eV: 9.324 / 7.871
Lowest unoccupied orbital energy (spin up / spin down) in Eh: 0.021 / 0.000

```
15
Properties=species:S:1:pos:R:3:mulliken_charge:R:1
C 0.94 -0.91 0.79 -0.46
C 0.84 0.34 1.68 -0.37
C -0.25 -0.61 1.45 0.01
C -0.22 0.27 -2.27 -0.63
N -1.58 0.37 -0.42 -0.18
O -0.47 0.97 -1.03 -0.11
Cl -2.63 1.37 0.43 -0.08
H 0.99 -0.67 -0.26 -0.04
H 1.48 -1.71 1.11 0.32
H 1.21 0.19 2.83 0.19
H 0.85 1.29 1.24 0.26
H -0.91 -1.28 2.15 0.26
H 0.92 0.23 -2.32 0.24
H -0.62 0.89 -3.16 0.23
H -0.56 -0.74 -2.22 0.36
```

---

Which one sits at the bottom of the stability order? iv does.

---

## i
The following is a DFT calculation (ωB97M-V/def2-TZVPD) of C15H50BNO21 as an isolated structure.

Kohn-Sham gap in eV: 9.048
Lowest unoccupied orbital energy in Eh: -0.027

```
88
Properties=species:S:1:pos:R:3:mulliken_charge:R:1
C -5.72 3.46 5.12 -1.96
C -5.20 2.62 4.06 -0.32
C -4.04 3.39 3.36 -0.10
C -3.58 2.62 2.19 -0.96
N -2.44 3.23 1.39 0.81
C -1.09 3.11 2.14 -0.93
C -0.12 4.04 1.52 0.13
C -0.95 5.07 0.86 -0.87
C -2.46 4.75 1.25 -1.07
C -2.19 2.56 0.15 -0.88
C -3.20 3.10 -1.00 -0.28
C -3.52 1.90 -1.79 -1.48
H -5.79 4.44 5.03 0.54
H -4.94 3.46 5.90 0.40
H -6.40 3.18 5.70 0.64
H -5.99 2.35 3.39 0.39
H -4.83 1.43 4.19 0.29
H -3.23 3.41 4.21 0.19
H -4.47 4.45 3.33 0.29
H -4.25 2.45 1.39 0.57
H -3.31 1.53 2.58 0.21
H -0.77 2.08 2.19 0.43
H -1.36 3.45 3.14 0.48
H 0.35 3.52 0.64 -0.15
H 0.53 4.52 2.39 0.41
H -0.86 5.20 -0.13 0.48
H -0.76 6.15 1.09 0.39
H -3.07 4.97 0.45 0.45
H -2.82 5.25 2.08 0.66
H -2.28 1.53 0.04 0.68
H -1.12 2.55 -0.30 -0.31
H -2.56 3.70 -1.71 0.23
H -4.16 3.60 -0.58 0.52
H -4.08 1.08 -1.40 0.46
H -2.70 1.46 -2.45 0.18
H -4.40 2.40 -2.38 0.36
O -0.53 -0.07 -2.13 -0.81
C 0.04 -0.99 -1.38 1.01
O 1.15 -1.31 -1.62 -0.28
B 1.43 -2.46 -0.67 1.44
O 0.13 -2.62 0.04 -0.63
C -0.60 -1.72 -0.22 0.17
O -1.71 -1.68 0.08 -0.81
O 2.57 -2.27 0.27 -0.30
C 3.34 -3.24 0.13 0.34
O 4.52 -3.22 0.60 -0.87
C 2.87 -4.13 -0.91 0.98
O 1.83 -3.70 -1.38 -0.68
O 3.41 -5.12 -1.29 -0.64
O 1.63 1.70 -1.11 -0.36
H 2.34 2.28 -1.38 0.23
H 1.54 1.26 -0.23 0.09
O 6.45 -5.43 -3.36 -0.60
H 5.86 -5.21 -2.66 0.30
H 6.47 -4.54 -3.67 0.30
O 2.18 0.46 1.62 -0.37
H 1.96 -0.12 2.26 0.20
H 2.38 1.08 2.41 0.23
O 2.35 -6.54 -3.86 -0.61
H 2.31 -6.24 -2.93 0.34
H 2.32 -7.42 -4.03 0.26
O 3.87 0.28 -2.06 -0.68
H 2.90 0.52 -1.88 0.36
H 3.64 -0.48 -2.48 0.40
O -0.20 -0.12 -4.73 -0.71
H 0.74 -0.17 -4.95 0.29
H -0.26 0.04 -3.71 0.40
O -4.04 -2.94 -0.88 -0.73
H -3.16 -2.57 -0.62 0.48
H -3.75 -3.87 -1.41 0.33
O 4.91 -7.15 -0.35 -0.69
H 4.48 -6.27 -0.50 0.40
H 5.83 -6.89 -0.04 0.31
O 7.01 -3.14 -0.30 -0.65
H 7.45 -2.22 -0.62 0.28
H 6.14 -2.99 -0.01 0.51
O -0.34 -4.10 -3.81 -0.58
H -0.40 -4.87 -4.38 0.29
H 0.56 -3.96 -3.68 0.27
O -0.54 -4.28 3.04 -0.56
H -0.66 -4.81 3.66 0.22
H -0.86 -4.43 2.09 0.34
O 0.17 3.13 -3.23 -0.62
H 0.33 2.58 -2.53 0.23
H 0.82 2.89 -3.78 0.29
O 5.65 -0.39 1.87 -0.64
H 4.81 -0.53 1.34 0.33
H 6.41 -0.07 1.29 0.29
```

---

## ii
The following is a DFT calculation (ωB97M-V/def2-TZVPD) of C15H50BNO21 as an isolated structure.

Kohn-Sham gap in eV: 8.512
Lowest unoccupied orbital energy in Eh: -0.037

```
88
Properties=species:S:1:pos:R:3:mulliken_charge:R:1
C -20.98 -9.90 51.93 -1.07
C -21.52 -9.77 50.55 -0.76
C -22.35 -8.47 50.18 -0.70
C -22.76 -8.32 48.78 -0.57
N -23.55 -7.14 48.45 0.66
C -23.20 -5.93 49.22 -1.32
C -23.82 -5.72 50.54 -0.71
C -25.10 -6.62 50.23 -0.56
C -24.98 -7.19 48.86 -0.77
C -23.44 -6.79 46.90 -1.58
C -23.81 -8.00 46.01 -1.50
C -23.17 -7.83 44.67 -1.13
H -21.91 -10.21 52.53 0.28
H -20.62 -8.78 52.35 0.20
H -20.08 -10.60 51.92 0.36
H -21.97 -10.63 50.14 0.49
H -20.52 -9.71 49.99 0.33
H -21.75 -7.71 50.52 0.54
H -23.08 -8.54 50.98 0.21
H -23.30 -9.22 48.60 0.41
H -21.89 -8.46 48.11 0.40
H -23.46 -5.07 48.73 0.59
H -22.22 -5.65 49.40 0.58
H -24.06 -4.72 50.80 0.34
H -23.21 -6.00 51.32 0.34
H -26.11 -6.08 50.43 0.38
H -25.23 -7.41 51.19 0.27
H -25.57 -6.63 48.26 0.67
H -25.42 -8.17 49.03 0.26
H -22.53 -6.47 46.77 0.97
H -23.95 -5.88 46.57 0.57
H -24.73 -8.08 46.13 1.06
H -23.62 -8.80 46.51 0.92
H -22.00 -7.96 44.74 0.06
H -23.31 -6.91 44.26 0.62
H -23.71 -8.47 43.79 0.15
O -20.65 -9.44 42.95 -0.76
C -21.05 -9.75 41.86 0.45
O -21.65 -8.90 41.10 0.12
B -21.90 -9.55 39.82 1.22
O -21.19 -10.83 39.84 -0.90
C -20.76 -10.91 41.06 0.42
O -20.44 -11.98 41.49 -0.59
O -21.48 -8.73 38.73 0.16
C -22.37 -8.66 37.92 0.24
O -22.27 -8.19 36.75 -0.77
C -23.56 -9.17 38.57 0.70
O -23.35 -9.62 39.68 -0.42
O -24.72 -8.82 38.28 -0.77
O -24.87 -8.24 41.71 -0.74
H -25.64 -8.24 40.91 0.40
H -24.16 -8.07 41.13 0.20
O -22.37 -5.71 41.24 -0.64
H -21.72 -6.25 41.84 0.39
H -22.13 -4.89 41.46 0.25
O -22.20 -14.02 40.08 -0.68
H -21.77 -13.19 40.20 0.35
H -22.49 -14.28 40.95 0.30
O -26.50 -10.14 36.30 -0.65
H -26.95 -10.72 36.84 0.27
H -26.05 -9.44 36.83 0.40
O -18.27 -13.64 41.30 -0.62
H -18.75 -14.43 41.59 0.30
H -18.93 -13.04 41.58 0.43
O -20.30 -12.61 44.77 -0.65
H -19.43 -12.17 44.60 0.34
H -20.88 -12.26 43.97 0.30
O -23.30 -5.98 38.75 -0.56
H -24.15 -6.04 39.00 0.27
H -22.77 -6.02 39.54 0.38
O -18.96 -10.31 37.92 -0.59
H -19.97 -10.68 37.62 0.31
H -18.67 -10.16 37.07 0.27
O -20.40 -6.51 42.96 -0.68
H -20.18 -7.50 42.95 0.30
H -20.21 -6.18 43.84 0.25
O -20.29 -6.29 37.25 -0.69
H -19.69 -6.60 37.86 0.26
H -21.09 -6.89 37.12 0.29
O -26.95 -8.87 40.00 -0.65
H -26.32 -9.20 39.43 0.44
H -27.54 -9.60 40.38 0.31
O -18.32 -10.26 44.09 -0.63
H -17.74 -9.91 43.47 0.30
H -19.15 -10.02 43.81 0.43
O -24.94 -7.71 35.23 -0.65
H -24.80 -6.74 35.53 0.34
H -24.53 -7.97 36.06 0.20
```

---

Which one sits at the bottom of the stability order? i does.

---

## i
The following is a DFT calculation (ωB97M-V/def2-TZVPD) of one molecule with the formula C5H8S3.

Kohn-Sham gap in eV: 9.599
Lowest unoccupied orbital energy in Eh: 0.019

```
16
Properties=species:S:1:pos:R:3:mulliken_charge:R:1
C -1.76 -0.69 0.83 -0.87
C -0.32 -0.15 0.80 0.04
C 1.37 1.30 -0.91 -0.59
C 1.84 0.10 -0.10 -0.22
C 0.67 -0.81 -0.13 -0.34
H -2.57 0.27 -1.19 0.13
H -1.74 -1.64 1.35 0.38
H -2.42 -0.03 1.44 0.39
H 0.05 -0.11 1.85 0.40
H 1.99 2.19 -0.83 0.35
H 1.16 1.08 -1.96 0.31
H 2.09 0.43 0.89 0.26
H 0.19 -0.90 -1.11 0.24
S -2.56 -0.99 -0.77 -0.21
S -0.24 1.59 0.03 -0.13
S 2.26 -1.64 -0.20 -0.13
```

---

## ii
The following is a DFT calculation (ωB97M-V/def2-TZVPD) of C5H8S3 as an isolated structure.

Kohn-Sham gap in eV: 9.399
Lowest unoccupied orbital energy in Eh: 0.023

```
16
Properties=species:S:1:pos:R:3:mulliken_charge:R:1
C 0.24 -0.88 -0.79 -0.25
C 0.23 0.74 -0.78 -0.34
C -1.22 1.03 -0.33 -0.41
C -2.00 -0.12 -0.95 -0.82
C -1.15 -1.10 -0.19 -0.22
H 1.80 -0.66 0.90 0.14
H 0.26 -1.28 -1.79 0.32
H 0.32 1.06 -1.82 0.35
H 0.66 2.56 0.58 0.13
H -1.69 2.00 -0.36 0.56
H -2.00 -0.09 -2.08 0.24
H -3.03 -0.14 -0.65 0.29
H -1.56 -2.09 -0.06 0.52
S 1.53 -1.74 0.15 -0.19
S 1.53 1.71 0.05 -0.18
S -1.27 0.07 1.26 -0.14
```

---

## iii
The following is a DFT calculation (ωB97M-V/def2-TZVPD) of one molecule with the formula C5H8S3.

Kohn-Sham gap in eV: 8.972
Lowest unoccupied orbital energy in Eh: 0.020

```
16
Properties=species:S:1:pos:R:3:mulliken_charge:R:1
C 3.09 0.57 0.07 -0.71
C 0.66 -0.74 0.39 -0.05
C -0.65 -0.94 -0.33 -0.26
C -2.92 0.15 -0.32 -0.56
C -0.52 0.33 0.21 -0.29
H 3.64 0.41 1.01 0.29
H 2.30 1.40 0.24 0.20
H 4.06 0.77 -0.67 0.25
H 0.67 -1.07 1.47 0.38
H -0.51 -1.03 -1.43 0.23
H -3.71 0.41 -1.24 0.32
H -3.56 0.19 0.57 0.32
H -0.85 0.21 1.27 0.20
S 2.11 -0.70 -0.70 -0.06
S -2.23 -1.54 -0.17 -0.15
S -1.58 1.60 -0.38 -0.11
```

---

## iv
The following is a DFT calculation (ωB97M-V/def2-TZVPD) of C5H8S3 as an isolated structure.

Kohn-Sham gap in eV: 9.289
Lowest unoccupied orbital energy in Eh: 0.021

```
16
Properties=species:S:1:pos:R:3:mulliken_charge:R:1
C 1.13 -0.45 -0.35 -0.32
C 0.91 -0.06 1.04 -0.80
C -0.57 0.53 1.00 0.02
C -0.14 0.14 -1.06 -0.24
C -1.09 -0.44 0.03 -0.45
H 2.54 1.15 -0.68 0.14
H 1.01 -1.51 -0.28 0.25
H 1.53 0.65 1.47 0.45
H 0.62 -0.97 1.74 0.25
H -1.29 0.94 1.70 0.49
H -0.39 -0.01 -2.07 0.54
H -0.81 -1.43 0.42 0.17
H -2.78 0.52 -1.44 0.15
S 2.80 -0.23 -0.64 -0.23
S -0.57 1.78 -0.42 -0.20
S -2.90 -0.59 -0.49 -0.22
```

---

Which one sits at the bottom of the stability order? iii does.

---

## i
The following is a DFT calculation (ωB97M-V/def2-TZVPD) of a 2-piece molecular cluster, C3H7NOS overall.

Kohn-Sham gap in eV: 9.239
Lowest unoccupied orbital energy in Eh: 0.029

```
13
Properties=species:S:1:pos:R:3:mulliken_charge:R:1
C -2.10 0.10 -0.43 -0.42
C -1.89 -0.21 1.03 -0.52
C -1.18 0.80 0.20 -0.37
N 2.45 0.56 -0.35 -0.46
O 2.06 -1.93 -0.53 -0.47
S 1.55 -0.64 0.41 0.15
H 1.72 1.23 -0.53 0.27
H -2.84 0.18 -1.11 0.36
H -2.56 0.20 1.74 0.24
H -1.20 -0.99 1.34 0.17
H -0.55 1.59 0.23 0.52
H 3.34 0.82 0.08 0.25
H 1.73 -2.14 -1.37 0.29
```

---

## ii
The following is a DFT calculation (ωB97M-V/def2-TZVPD) of one molecule with the formula C3H7NOS.

Kohn-Sham gap (spin up / spin down) in eV: 9.088 / 9.087
Lowest unoccupied orbital energy (spin up / spin down) in Eh: 0.013 / 0.013

```
13
Properties=species:S:1:pos:R:3:mulliken_charge:R:1
C -0.15 1.19 1.11 0.25
C 0.72 -1.17 -0.72 -0.73
C -0.65 0.71 -0.33 -0.49
N -0.63 -0.75 -0.45 -0.53
O 0.15 0.24 2.12 -0.46
S 0.15 2.78 1.47 -0.28
H 1.28 -0.94 0.23 0.20
H 0.70 -2.22 -0.89 0.37
H 1.29 -0.53 -1.58 0.24
H -0.14 1.19 -1.15 0.36
H -1.59 1.14 -0.27 0.42
H -1.28 -1.04 -1.16 0.28
H 0.14 -0.61 1.62 0.38
```

---

## iii
The following is a DFT calculation (ωB97M-V/def2-TZVPD) of one molecule with the formula C3H7NOS.

Kohn-Sham gap in eV: 9.967
Lowest unoccupied orbital energy in Eh: 0.029

```
13
Properties=species:S:1:pos:R:3:mulliken_charge:R:1
C -1.44 -1.07 -0.15 -1.06
C -0.14 -0.27 0.09 0.85
C -0.17 1.13 0.53 -0.79
H -1.93 -1.28 0.81 0.27
H -1.15 -1.96 -0.73 0.32
H -2.14 -0.52 -0.81 0.31
H 0.60 1.26 1.35 0.33
H -1.17 1.32 0.88 0.28
H 0.90 1.57 -0.95 0.38
H 3.15 -1.21 -0.26 0.18
N 0.92 -0.88 -0.23 -0.45
O 0.13 1.98 -0.54 -0.44
S 2.43 -0.09 0.02 -0.19
```

---

Which one sits at the bottom of the stability order? i does.